[1]
Entry from OMol25: a cluster of 2 separate species, C10H16 in total (ωB97M-V/def2-TZVPD).

Properties
lowest unoccupied orbital energy (alpha / beta): -4.468 / -8.253 eV
frontier orbital gap (alpha / beta): 9.17 / 5.39 eV
HOMO (alpha / beta): -13.6 / -13.6 eV
total charge: +1
2S+1: 2

XYZ file:
```
26
Properties=species:S:1:pos:R:3:nbo_charge:R:1
C 1.741 1.778 -0.552 -0.40
C 0.343 2.399 -1.091 -0.61
C 2.820 2.398 -1.376 -0.62
H 1.854 2.119 0.529 0.19
H 1.505 0.720 -0.474 0.18
H -0.514 2.108 -0.508 0.19
H 2.665 3.571 -1.634 0.23
H 3.775 2.216 -0.863 0.22
H 0.140 1.999 -2.152 0.19
H 0.349 3.452 -1.317 0.22
H 2.805 1.943 -2.463 0.21
C 0.889 -0.929 1.209 -0.68
C -2.597 -2.318 1.722 -0.11
C -3.129 -2.196 0.388 0.04
C -1.316 -1.809 1.947 -0.21
C -0.416 -1.468 0.963 0.23
C -2.323 -1.559 -0.602 -0.20
C -0.967 -1.352 -0.367 -0.07
H -3.204 -2.848 2.413 0.25
H -3.957 -2.734 0.034 0.24
H -0.904 -2.056 2.942 0.25
H -2.743 -1.614 -1.596 0.25
H 0.886 -0.100 1.954 0.30
H 1.421 -0.826 0.222 0.25
H -0.436 -1.196 -1.103 0.20
H 1.312 -1.698 1.774 0.28
```

---

[2]
Entry from OMol25: a cluster of 2 separate species, C2H11N4 in total (ωB97M-V/def2-TZVPD).

Properties
lowest unoccupied orbital energy: -2.916 eV
frontier orbital gap: 11.19 eV
HOMO: -14.1 eV
total charge: +1

XYZ file:
```
17
Properties=species:S:1:pos:R:3:nbo_charge:R:1
C -2.274 -0.138 1.267 -0.43
N -1.167 -1.112 1.023 -0.89
H -1.973 0.514 2.082 0.20
H -3.233 -0.622 1.453 0.21
H -2.432 0.443 0.358 0.20
H -0.954 -1.566 1.908 0.38
H -1.561 -1.869 0.474 0.37
N 2.225 1.167 -1.566 -0.76
C 1.370 0.427 -0.843 0.68
N 1.080 -0.814 -1.257 -0.76
N 0.830 0.902 0.258 -0.76
H 2.815 0.674 -2.225 0.42
H 2.646 1.966 -1.134 0.42
H 1.251 -1.017 -2.228 0.41
H 0.252 -1.234 -0.858 0.43
H 0.069 0.432 0.765 0.46
H 1.055 1.849 0.523 0.41
```

---

[3]
Entry from OMol25: an isolated molecule of C22H32N2O5 (ωB97M-V/def2-TZVPD).

Properties
lowest unoccupied orbital energy: 0.687 eV
frontier orbital gap: 9.95 eV
HOMO: -9.3 eV
SMILES: CC(C)[C@H](NC(=O)OCc1ccccc1)C(=O)OCC(=O)N1[C@H](C)CCC[C@@H]1C
total charge: 0

XYZ file:
```
61
Properties=species:S:1:pos:R:3:nbo_charge:R:1
C 3.068 -1.949 3.860 -0.62
C 1.728 -1.279 3.575 -0.18
C 0.569 -2.188 3.978 -0.62
C 1.634 -0.869 2.084 -0.17
N 0.621 0.134 1.877 -0.63
C 0.899 1.304 1.254 0.90
O 2.006 1.694 0.976 -0.66
O -0.243 1.980 1.009 -0.52
C -0.095 3.265 0.401 -0.11
C -1.254 4.136 0.797 0.04
C -2.554 3.683 0.609 -0.23
C -3.629 4.474 0.970 -0.19
C -3.415 5.730 1.515 -0.21
C -2.123 6.187 1.702 -0.21
C -1.046 5.392 1.350 -0.23
C 1.405 -2.100 1.217 0.81
O 2.235 -2.948 1.012 -0.60
O 0.165 -2.132 0.724 -0.52
C -0.227 -3.277 -0.029 -0.18
C -0.958 -2.918 -1.330 0.66
O -2.112 -3.286 -1.459 -0.63
N -0.286 -2.260 -2.295 -0.44
C 1.075 -1.765 -2.150 -0.03
C 1.107 -0.294 -1.717 -0.64
C 1.885 -2.004 -3.431 -0.40
C 1.161 -1.509 -4.675 -0.41
C -0.190 -2.208 -4.761 -0.40
C -1.040 -1.961 -3.515 -0.05
C -1.657 -0.562 -3.483 -0.62
H 3.196 -2.823 3.227 0.23
H 3.889 -1.262 3.667 0.21
H 3.116 -2.262 4.900 0.21
H 1.665 -0.349 4.151 0.21
H 0.588 -2.358 5.052 0.22
H 0.650 -3.153 3.482 0.21
H -0.389 -1.743 3.722 0.20
H 2.586 -0.414 1.783 0.27
H -0.347 -0.128 1.974 0.42
H -0.072 3.128 -0.689 0.19
H 0.860 3.699 0.712 0.21
H -2.715 2.703 0.186 0.22
H -4.637 4.113 0.824 0.21
H -4.255 6.350 1.793 0.21
H -1.951 7.165 2.129 0.21
H -0.038 5.749 1.502 0.21
H -0.945 -3.839 0.577 0.22
H 0.648 -3.909 -0.224 0.23
H 1.560 -2.353 -1.368 0.22
H 0.307 -0.096 -1.008 0.22
H 2.056 -0.068 -1.235 0.23
H 0.994 0.378 -2.563 0.21
H 2.850 -1.508 -3.321 0.22
H 2.068 -3.076 -3.535 0.21
H 1.029 -0.428 -4.639 0.20
H 1.754 -1.738 -5.561 0.22
H -0.746 -1.866 -5.635 0.21
H -0.023 -3.282 -4.868 0.21
H -1.870 -2.677 -3.513 0.25
H -2.379 -0.471 -4.291 0.21
H -0.914 0.220 -3.599 0.20
H -2.179 -0.415 -2.541 0.22
```

---

[4]
Entry from OMol25: a cluster of 2 separate species, C7H14Br2Cl3NP in total (ωB97M-V/def2-TZVPD).

Properties
lowest unoccupied orbital energy: 2.345 eV
frontier orbital gap: 6.30 eV
HOMO: -4.0 eV
total charge: -1

XYZ file:
```
28
Properties=species:S:1:pos:R:3:nbo_charge:R:1
C 1.744 -0.881 -0.367 -0.70
C 2.079 0.485 0.335 0.34
N 2.876 0.537 1.371 -0.68
C 1.458 1.875 -0.110 -0.79
P -0.018 2.203 1.136 0.66
C -1.283 2.165 -0.319 -0.30
Br -1.145 3.601 -1.708 -0.05
C -2.312 1.249 -0.496 -0.15
C -2.528 0.081 0.540 -0.66
Br -3.543 1.399 -2.057 -0.06
H 0.709 -1.198 -0.018 0.23
H 1.746 -0.847 -1.489 0.22
H 2.442 -1.681 0.031 0.20
H 3.198 -0.425 1.583 0.30
H 2.227 2.695 -0.057 0.23
H 1.085 1.742 -1.166 0.20
H 0.186 3.620 0.883 -0.17
H -1.071 2.449 2.110 -0.16
H -0.065 0.770 1.342 -0.18
H 0.950 2.307 2.218 -0.14
H -3.452 -0.482 0.237 0.22
H -2.629 0.567 1.557 0.24
H -1.598 -0.560 0.497 0.23
C -0.224 -4.364 -1.321 -0.28
Cl -1.125 -5.504 -0.311 0.00
Cl -0.859 -2.726 -1.130 0.05
Cl 1.500 -4.419 -0.932 0.01
H -0.348 -4.658 -2.359 0.22
```

---

[5]
Entry from OMol25: a structure of composition C23H25N6O2PdS2 (ωB97M-V/def2-TZVPD).

Properties
lowest unoccupied orbital energy (alpha / beta): -4.172 / -4.299 eV
frontier orbital gap (alpha / beta): 5.78 / 5.77 eV
HOMO (alpha / beta): -9.9 / -10.1 eV
total charge: +1

XYZ file:
```
59
Properties=species:S:1:pos:R:3:nbo_charge:R:1
Pd 0.333 -0.974 0.315 0.85
C 3.525 -0.844 2.062 -0.25
O 2.228 -0.320 1.772 -0.54
C 1.774 0.736 2.516 0.27
C 2.361 1.119 3.711 -0.28
C 1.825 2.174 4.440 -0.19
C 0.712 2.847 3.965 -0.22
C 0.142 2.472 2.755 -0.21
C 0.660 1.411 2.029 0.11
N 0.154 1.020 0.732 -0.26
N -0.635 1.825 0.158 -0.11
C -0.963 1.782 -1.121 -0.04
C -0.340 0.851 -2.053 0.46
O 0.484 -0.027 -1.715 -0.66
C -0.680 0.992 -3.452 -0.32
C -1.539 1.936 -3.874 -0.07
C -2.185 2.870 -2.981 -0.14
C -3.056 3.849 -3.482 -0.15
C -3.620 4.777 -2.643 -0.22
C -3.329 4.730 -1.275 -0.18
C -2.495 3.758 -0.764 -0.21
C -1.902 2.811 -1.610 0.07
H 3.530 -1.368 3.018 0.18
H 3.754 -1.540 1.265 0.21
H 4.269 -0.048 2.078 0.20
H 3.233 0.597 4.085 0.23
H 2.286 2.463 5.377 0.23
H 0.286 3.668 4.530 0.23
H -0.713 3.000 2.353 0.24
H -0.185 0.328 -4.152 0.21
H -1.750 2.024 -4.937 0.22
H -3.277 3.863 -4.546 0.22
H -4.281 5.540 -3.037 0.23
H -3.767 5.464 -0.609 0.22
H -2.288 3.719 0.295 0.22
S 1.627 -2.873 -0.576 -0.25
C 0.952 -2.872 -2.159 0.38
N -0.336 -2.899 -2.454 -0.57
C -0.588 -2.964 -3.900 -0.23
C 0.832 -2.830 -4.484 -0.22
N 1.666 -2.942 -3.276 -0.56
H -1.037 -2.719 -1.759 0.44
H -1.250 -2.166 -4.222 0.22
H -1.041 -3.916 -4.159 0.22
H 0.991 -1.870 -4.966 0.21
H 1.059 -3.617 -5.194 0.22
H 2.660 -2.792 -3.269 0.43
S -1.896 -1.810 0.767 -0.16
C -0.714 -2.301 1.916 0.24
N -0.253 -3.559 2.076 -0.58
C 0.742 -3.626 3.149 -0.23
C 0.317 -2.436 4.009 -0.23
N -0.358 -1.592 3.020 -0.61
H -0.214 -4.176 1.285 0.43
H 1.753 -3.494 2.759 0.19
H 0.686 -4.571 3.676 0.23
H 1.166 -1.918 4.449 0.22
H -0.366 -2.732 4.802 0.21
H -0.952 -0.832 3.304 0.43
```

---

[6]
Entry from OMol25: a cluster of 3 separate species, C5H13N2 in total (ωB97M-V/def2-TZVPD).

Properties
lowest unoccupied orbital energy (alpha / beta): -5.451 / -4.030 eV
frontier orbital gap (alpha / beta): 6.47 / 9.31 eV
HOMO (alpha / beta): -11.9 / -13.3 eV
total charge: +1

XYZ file:
```
20
Properties=species:S:1:pos:R:3:nbo_charge:R:1
C 3.284 -0.739 0.573 0.06
C 0.502 -0.560 -0.078 0.18
C 4.026 -0.224 -0.262 -0.51
C -2.095 -1.863 0.161 -0.64
C -1.975 -0.307 -0.140 -0.24
N -0.572 0.131 -0.054 -0.56
N -0.725 2.746 0.124 -1.07
H 2.877 -1.470 1.262 0.24
H 0.652 -1.610 -0.550 0.19
H 4.964 -0.596 -0.593 0.27
H 3.709 0.641 -0.879 0.27
H -1.642 2.756 0.507 0.38
H -1.561 -2.379 -0.651 0.22
H -1.688 -2.259 1.097 0.23
H -3.222 -2.135 0.232 0.25
H -2.238 -0.022 -1.165 0.23
H -2.591 0.352 0.500 0.22
H -0.269 3.686 0.426 0.42
H -0.824 2.703 -0.854 0.38
H -0.614 1.149 0.344 0.46
```

---

Across the entries above, max |F| takes the values 9.63, 0.96, 0.69, 3.89, 2.53, 5.28 eV/A, respectively.
Across the entries above, M takes the values 136.24, 91.14, 404.51, 409.34, 588.05, 101.17 g/mol, respectively.